No. 1
The following is a quantum chemistry calculation of a single C10H13N5O2 molecule at a distorted geometry, from the Open Molecules 2025 dataset.

Lowest unoccupied orbital energy: -1.331 eV
Energy above the lowest of the compared OMol25 structures with the same formula, charge and spin: 106.1 kcal/mol
Max |F|: 6.4 eV/Å
E_tot: -22122.778 eV
M: 235.2 g mol⁻¹

Element x y z (Å)
H1 -2.0344 2.3425 -0.0775
N1 -2.5296 2.8282 0.7081
C1 -1.8202 3.0835 1.7178
N2 -2.4277 3.8031 2.6516
N3 -0.6080 2.7118 2.0061
N4 0.3789 2.5713 1.0704
C2 0.5984 1.3900 0.5141
C3 -0.2720 0.2450 0.6202
C4 0.1040 -0.8907 -0.0887
C5 1.1250 -1.0054 -1.0025
C6 2.1210 -0.0834 -0.9530
C7 1.9304 1.2246 -0.1906
O1 2.7136 2.1588 -0.3356
N5 1.0240 -2.1171 -1.7260
C8 2.2094 -2.7185 -2.3465
C9 -0.1344 -2.9554 -1.2273
C10 -0.7045 -2.2157 -0.0698
O2 -2.1206 -2.0132 -0.0979
H2 -3.2985 4.0353 2.3628
H3 -2.3246 3.6380 3.6074
H4 -0.3608 3.3058 2.7567
H5 -1.0046 0.3195 1.4245
H6 3.1228 -0.2146 -1.4436
H7 2.6698 -2.1213 -3.0931
H8 1.9929 -3.6584 -2.8106
H9 3.0139 -2.7741 -1.5271
H10 -0.8551 -3.0753 -1.9937
H11 0.2523 -3.9784 -0.9841
H12 -0.4546 -2.7405 0.8665
H13 -2.3068 -1.0954 -0.3386

Forces on atoms 1 to 6 (eV/Å):
H -0.35 0.68 1.12
N -0.13 -1.04 -3.10
C -3.14 -0.96 -2.30
N 1.43 1.49 1.80
N 2.18 -1.54 1.14
N 2.50 -2.18 -1.04

---

No. 2
The following is a quantum chemistry calculation of 2 unconnected molecules or ions with the total composition C5H8O3 at a distorted geometry, from the Open Molecules 2025 dataset.

Lowest unoccupied orbital energy: -0.264 eV
Energy above the lowest of the compared OMol25 structures with the same formula, charge and spin: 193.3 kcal/mol
Max |F|: 6.0 eV/Å
E_tot: -11449.135 eV
M: 116.1 g mol⁻¹

Element x y z (Å)
C1 0.7515 0.4713 0.7177
C2 0.6675 -1.1843 0.8012
C3 0.0322 -1.5790 -0.3411
C4 -0.7896 -0.5265 -1.1148
C5 -0.3687 0.7759 -0.3564
H1 1.2430 1.0845 2.6503
H2 1.9501 0.7106 0.4804
H3 1.6288 -1.8063 1.1371
H4 -0.2340 -2.7196 -0.9600
H5 -0.1917 -0.5420 -2.1136
H6 -2.7581 -0.8451 -0.1824
H7 -1.4125 1.2317 0.1325
H8 1.2060 2.3493 -0.4106
O1 0.5377 1.3191 1.7852
O2 -2.3013 -0.5425 -1.0449
O3 0.0393 1.8030 -1.1806

Forces on atoms 1 to 6 (eV/Å):
C 1.48 -2.39 -0.51
C 2.50 0.45 -2.22
C -2.77 -2.87 -0.97
C 0.99 1.00 2.29
C -1.59 1.34 1.45
H -3.07 0.92 -4.00

---

No. 3
The following is a quantum chemistry calculation of a single C2H3NO2S molecule at a distorted geometry, from the Open Molecules 2025 dataset.

Lowest unoccupied orbital energy (alpha / beta): 0.461 / -2.819 eV
Energy above the lowest of the compared OMol25 structures with the same formula, charge and spin: 125.5 kcal/mol
Max |F|: 4.6 eV/Å
E_tot: -18533.637 eV
2S+1: 3
M: 105.1 g mol⁻¹

Element x y z (Å)
C1 1.2741 -1.8937 0.2835
C2 0.4493 -1.0865 -0.0884
N1 0.2050 1.4759 -0.2343
O1 -1.7088 0.1462 1.2376
O2 -1.4843 -0.1944 -1.4463
S1 -0.7758 0.0555 -0.2516
H1 1.9276 -2.5414 0.6104
H2 0.1515 1.8053 0.6582
H3 -0.0385 2.2330 -0.7692

Forces on atoms 1 to 6 (eV/Å):
C -3.04 2.74 -1.02
C 0.38 0.57 -0.91
N -0.07 -3.52 -0.87
O -2.04 0.73 2.03
O -1.73 0.66 -1.71
S 4.58 -0.78 0.08

---

No. 4
The following is a quantum chemistry calculation of a single C15H15BFNO3 molecule at a distorted geometry, from the Open Molecules 2025 dataset.

Lowest unoccupied orbital energy: 0.299 eV
Energy above the lowest of the compared OMol25 structures with the same formula, charge and spin: 0.0 kcal/mol
Max |F|: 3.0 eV/Å
E_tot: -26828.121 eV
M: 287.1 g mol⁻¹

Element x y z (Å)
C1 2.0661 -3.2013 -2.2399
C2 0.9045 -2.4782 -1.5858
N1 1.3256 -1.6284 -0.5083
C3 0.4173 -0.9491 0.3108
O1 -0.7892 -1.1758 0.1475
C4 0.8189 -0.0578 1.4245
C5 2.0135 -0.2241 2.1004
F1 2.9658 -1.0909 1.7323
C6 2.2974 0.5846 3.1821
C7 1.4677 1.6089 3.5155
C8 0.2704 1.7868 2.8533
C9 -0.0559 1.0048 1.7459
C10 -1.2323 1.3674 0.9254
C11 -1.0881 1.6264 -0.4381
C12 -2.1489 2.0742 -1.2170
C13 -3.3825 2.2922 -0.6255
C14 -3.6028 1.9602 0.6832
C15 -2.5104 1.5537 1.4731
B1 0.2726 -1.5221 -2.7532
O2 -0.8696 -0.8425 -2.4753
O3 0.9287 -1.3435 -3.9563
H1 2.8472 -2.4784 -2.5578
H2 2.4921 -3.9567 -1.5744
H3 1.6669 -3.7653 -3.0632
H4 0.1138 -3.1739 -1.2587
H5 2.3151 -1.6562 -0.2371
H6 3.2735 0.5090 3.6343
H7 1.7593 2.2942 4.3129
H8 -0.3723 2.6170 3.1135
H9 -0.1175 1.4336 -0.8567
H10 -2.0208 2.3944 -2.2660
H11 -4.2064 2.6349 -1.2242
H12 -4.5716 2.0660 1.1275
H13 -2.6064 1.3825 2.5290
H14 -0.9952 -0.9328 -1.5389
H15 0.3537 -0.7141 -4.4347

Forces on atoms 1 to 6 (eV/Å):
C 0.50 -0.10 1.04
C -0.81 0.25 -2.02
N 0.50 1.70 2.43
C -0.13 -2.44 -1.22
O 0.58 0.25 -0.01
C 0.30 -0.16 -1.14

---

No. 5
The following is a quantum chemistry calculation of a molecular structure, C7H7F9NO10S3 at a distorted geometry, from the Open Molecules 2025 dataset.

Lowest unoccupied orbital energy: 2.676 eV
Net charge: -1
Max |F|: 3.9 eV/Å
E_tot: -86300.395 eV
M: 532.3 g mol⁻¹

Element x y z (Å)
O1 -3.9264 0.9964 -0.3439
S1 -2.6920 1.1684 -1.0233
O2 -2.8048 1.7576 -2.3100
O3 -1.8359 2.2366 -0.1431
N1 -1.7737 -0.1843 -1.1922
S2 -2.4164 -1.5131 -0.5408
O4 -3.7425 -1.8235 -0.9345
O5 -1.5585 -2.6095 -0.8824
S3 -2.3807 -1.4352 1.6584
O6 -3.4910 -2.2369 2.0596
O7 -2.5466 -0.1179 2.1873
C1 -0.8857 -2.3193 2.3610
F1 -0.9130 -3.5380 1.8283
F2 -1.0771 -2.4768 3.6551
C2 0.4979 -1.7293 2.0025
F3 0.7024 -1.7140 0.7059
F4 1.4122 -2.5744 2.5070
C3 0.8300 -0.2988 2.5176
F5 2.1375 -0.1159 2.2462
F6 0.2070 0.6424 1.8448
C4 0.6816 -0.0511 4.0460
F7 -0.5396 0.2510 4.3822
F8 1.1121 -1.0537 4.7790
F9 1.4413 0.9978 4.3506
H1 -0.9728 1.8225 0.0243
C5 1.8467 3.2925 -4.1923
O8 2.5132 2.0427 -4.0179
C6 2.0548 1.3240 -2.9856
O9 1.1717 1.6502 -2.2408
O10 2.7517 0.1869 -2.9281
C7 2.3487 -0.6801 -1.8648
H2 2.3003 3.7810 -5.0517
H3 0.7872 3.1393 -4.3924
H4 1.9802 3.9257 -3.3161
H5 1.3095 -0.9835 -1.9882
H6 2.4920 -0.1943 -0.9003
H7 2.9786 -1.5654 -1.9071

Forces on atoms 1 to 6 (eV/Å):
O -0.33 -0.45 0.99
S -0.32 0.60 -0.88
O 0.47 0.43 -0.97
O 0.40 -1.27 -0.10
N -0.80 0.09 2.18
S 1.41 -0.42 -3.64

---

No. 6
The following is a quantum chemistry calculation of a single C5H8O2 molecule, from the Open Molecules 2025 dataset.

Lowest unoccupied orbital energy: 0.791 eV
Energy above the lowest of the compared OMol25 structures with the same formula, charge and spin: 52.6 kcal/mol
Max |F|: 0.5 eV/Å
E_tot: -9407.551 eV
M: 100.1 g mol⁻¹

Element x y z (Å)
O1 2.3260 0.2377 -0.2719
C1 1.0946 0.2932 0.4007
C2 0.0630 1.2774 -0.1823
C3 -0.9743 0.1718 0.0042
O2 -2.1313 0.4216 0.7116
C4 -0.7008 -0.9112 -0.9698
C5 0.0991 -0.8524 0.3197
H1 2.8951 -0.3530 0.2371
H2 1.2352 0.5329 1.4637
H3 -0.1007 2.1905 0.3931
H4 0.2684 1.5303 -1.2275
H5 -2.4752 -0.4186 1.0343
H6 -1.4222 -1.7236 -0.9827
H7 -0.2458 -0.7004 -1.9351
H8 0.0691 -1.6964 1.0048

Forces on atoms 1 to 6 (eV/Å):
O 0.24 -0.16 0.04
C -0.15 0.10 0.20
C 0.03 0.09 0.01
C 0.23 -0.03 0.01
O -0.44 0.05 -0.13
C -0.10 -0.05 -0.19

---

No. 7
The following is a quantum chemistry calculation of a gas-phase ion, C7H10BrClNO (charge +1) at a distorted geometry, from the Open Molecules 2025 dataset.

Lowest unoccupied orbital energy: -4.184 eV
Net charge: +1
Energy above the lowest of the compared OMol25 structures with the same formula, charge and spin: 31.1 kcal/mol
Max |F|: 7.7 eV/Å
E_tot: -93510.927 eV
M: 239.5 g mol⁻¹

Element x y z (Å)
C1 1.8245 -1.7913 -0.2672
C2 0.5047 -2.2688 -0.1750
C3 2.1229 -0.5633 0.1328
C4 -0.6571 -1.5883 -0.0148
C5 1.0895 0.3776 0.7620
C6 -0.1408 1.0015 -1.2175
C7 -2.3550 1.4337 0.5466
N1 -0.1743 0.3521 0.0994
O1 -1.1778 0.7461 0.9084
Cl1 -2.1255 -1.7804 0.3914
Br1 3.9405 0.3016 0.1247
H1 2.7180 -2.3695 -0.7097
H2 0.4587 -3.3860 -0.0603
H3 0.8315 0.1564 1.8738
H4 1.4340 1.3372 0.6851
H5 -0.9072 0.5869 -1.8846
H6 -0.2337 2.0109 -0.9628
H7 0.9151 0.9091 -1.6243
H8 -2.4477 1.5040 -0.5837
H9 -2.3938 2.2914 1.1584
H10 -3.2265 0.7394 0.8173

Forces on atoms 1 to 6 (eV/Å):
C 3.72 0.85 -1.32
C -3.10 -1.83 0.86
C 0.65 1.74 0.99
C 7.39 1.78 -1.26
C -0.07 -2.43 2.60
C 1.55 -1.32 -0.55

---

No. 8
The following is a quantum chemistry calculation of 21 unconnected molecules or ions with the total composition C15H50Br2N4O20S3 at a distorted geometry, from the Open Molecules 2025 dataset.

Lowest unoccupied orbital energy: -0.745 eV
Energy above the lowest of the compared OMol25 structures with the same formula, charge and spin: 6.4 kcal/mol
Max |F|: 5.2 eV/Å
E_tot: -235864.832 eV
M: 862.6 g mol⁻¹

Element x y z (Å)
S1 1.0492 -5.7682 0.3716
Br1 2.4594 1.1596 -6.2699
Br2 -2.2363 2.3505 6.0215
N1 0.5694 -3.1467 0.8222
N2 0.5330 0.7905 -0.1227
S2 -0.2036 -4.8411 2.8364
S3 -0.7419 -2.8775 3.1579
C1 0.3949 -4.4819 1.1926
C2 -0.0468 -2.3119 1.6418
C3 0.2339 -0.4068 0.0305
C4 0.5010 0.9548 -4.2573
C5 2.2277 -0.7213 -4.1893
C6 -2.3576 1.1245 3.3654
C7 -0.3183 0.8463 4.5852
C8 -0.0003 0.4900 -3.0724
C9 1.6601 -1.2037 -3.0599
C10 -1.8373 0.4263 2.2851
C11 0.2425 0.1978 3.4289
C12 1.6866 0.4095 -4.7345
C13 -1.6092 1.3596 4.5342
C14 0.5764 -0.6115 -2.4203
C15 -0.5311 -0.0715 2.2751
N3 0.2043 -1.0891 -1.1360
N4 -0.0149 -0.9402 1.2970
H1 0.6929 0.9720 -1.0819
H2 -0.0405 1.6823 -4.7607
H3 3.2059 -1.0578 -4.4300
H4 -3.3837 1.4852 3.3121
H5 0.2782 0.8129 5.5405
H6 -0.8611 0.9596 -2.5608
H7 2.1550 -2.0654 -2.7233
H8 -2.4781 0.2769 1.4030
H9 1.2557 -0.1953 3.5655
H10 0.6387 -2.0231 -1.0337
O1 0.7395 0.2411 8.7118
H11 1.1274 0.0857 9.6332
H12 -0.2643 0.1278 8.7692
O2 2.6691 2.4471 -2.1414
H13 2.8123 1.4869 -2.4266
H14 3.2811 3.0344 -2.6932
O3 4.3021 -2.5859 -0.5321
H15 4.2871 -3.4515 -1.0557
H16 4.2379 -1.8190 -1.1891
O4 2.4781 -4.2683 -4.1608
H17 2.9311 -5.0358 -4.6399
H18 2.9798 -4.0944 -3.2996
O5 -5.9257 2.5353 2.5366
H19 -6.2718 3.0076 3.3617
H20 -5.3147 3.1722 2.0418
O6 0.7558 4.2301 -1.4716
H21 -0.1858 3.8610 -1.4408
H22 1.3698 3.4997 -1.8082
O7 -2.2245 -2.2582 -1.7498
H23 -1.4346 -1.8454 -1.2708
H24 -2.8736 -2.5982 -1.0521
O8 -3.2025 0.8748 -1.9755
H25 -3.3495 0.6248 -2.9449
H26 -2.7133 1.7601 -1.9490
O9 3.1776 0.9650 1.9591
H27 2.5101 1.1978 1.2352
H28 3.4375 1.8194 2.4347
O10 -3.3615 -3.4470 4.5417
H29 -2.7820 -3.0802 5.2856
H30 -3.2690 -4.4545 4.5378
O11 5.3347 -2.3431 -4.9427
H31 5.7518 -2.2417 -4.0264
H32 5.2888 -1.4276 -5.3711
O12 -2.0902 3.6809 -1.7283
H33 -2.2797 3.7254 -2.7212
H34 -2.9622 3.8208 -1.2344
O13 2.3896 -0.9304 6.9744
H35 2.0581 -1.8694 6.7952
H36 1.9024 -0.5736 7.7862
O14 -0.5359 3.1791 1.1925
H37 -0.2843 2.3359 0.6931
H38 -0.9896 3.8072 0.5418
O15 -2.2579 2.6616 -4.6403
H39 -3.1466 3.1234 -4.7845
H40 -1.6627 2.8695 -5.4316
O16 2.1412 -2.6483 -6.5933
H41 2.4564 -3.1580 -5.7780
H42 1.1295 -2.6373 -6.5864
O17 -0.6524 3.5224 -6.6923
H43 -0.0377 3.2482 -7.4477
H44 -0.3495 4.4257 -6.3515
O18 -3.9718 4.4099 2.0100
H45 -4.2468 5.2355 2.5263
H46 -3.1041 4.0677 2.4021
O19 -4.8877 0.2544 5.6170
H47 -4.3498 0.8679 5.0186
H48 -5.3988 -0.3910 5.0288
O20 3.8296 -5.5039 1.6841
H49 3.4827 -5.3356 0.7486
H50 3.6149 -4.6933 2.2503

Forces on atoms 1 to 6 (eV/Å):
S -0.95 0.67 0.19
Br 0.30 0.23 -0.39
Br -0.18 -0.13 -0.28
N -1.88 -0.83 1.48
N -0.07 3.06 2.95
S -0.02 0.73 -1.05

---

No. 9
The following is a quantum chemistry calculation of a single C5H7BO molecule at a distorted geometry, from the Open Molecules 2025 dataset.

Lowest unoccupied orbital energy: -0.033 eV
Energy above the lowest of the compared OMol25 structures with the same formula, charge and spin: 61.0 kcal/mol
Max |F|: 4.4 eV/Å
E_tot: -8019.673 eV
M: 93.9 g mol⁻¹

Element x y z (Å)
C1 -0.7277 1.8198 0.2352
C2 -0.0737 1.3465 -0.7771
C3 0.5159 0.0711 -1.2349
C4 0.8485 -1.2067 -0.8025
C5 0.4767 -1.8496 0.3550
B1 -0.0799 -1.5390 1.6378
O1 -0.5473 -1.3111 2.8011
H1 -0.9665 2.8841 0.2904
H2 -0.9891 1.3385 1.2107
H3 0.1676 2.1388 -1.4628
H4 1.0541 0.4599 -2.1496
H5 1.5682 -1.7302 -1.3886
H6 0.7380 -2.9121 0.3590
H7 -1.2638 -1.8436 3.1753

Forces on atoms 1 to 6 (eV/Å):
C -1.52 0.68 3.89
C 0.87 -1.30 -1.24
C 1.94 0.28 -1.21
C -0.72 4.04 -1.54
C -1.08 -1.62 3.44
B 0.95 -0.15 -3.43

---

No. 10
The following is a quantum chemistry calculation of 2 unconnected molecules or ions with the total composition C4H4F3I at a distorted geometry, from the Open Molecules 2025 dataset.

Lowest unoccupied orbital energy: 0.279 eV
Energy above the lowest of the compared OMol25 structures with the same formula, charge and spin: 51.7 kcal/mol
Max |F|: 3.6 eV/Å
E_tot: -20462.972 eV
M: 236.0 g mol⁻¹

Element x y z (Å)
F1 -0.9765 2.2789 2.8659
C1 -1.7812 2.6890 1.9072
F2 -3.0714 2.4070 2.1041
C2 -1.3567 3.2236 0.7684
F3 -2.2175 3.6650 -0.2166
I1 0.6080 3.7466 0.5984
C3 -0.3461 -0.1959 0.0719
C4 0.9134 0.0273 -0.1858
H1 -1.1834 0.1553 -0.4056
H2 -0.6095 -0.7470 0.8714
H3 1.6720 -0.4127 0.4956
H4 1.0507 0.7646 -0.9557

Forces on atoms 1 to 6 (eV/Å):
F -0.61 0.11 -0.10
C -0.93 -0.32 -0.95
F 0.90 0.06 0.35
C -0.62 0.80 -0.31
F 0.94 -0.79 1.37
I 0.36 0.18 -0.35

---

No. 11
The following is a quantum chemistry calculation of a single C5H8FN molecule at a distorted geometry, from the Open Molecules 2025 dataset.

Lowest unoccupied orbital energy: 0.933 eV
Energy above the lowest of the compared OMol25 structures with the same formula, charge and spin: 43.1 kcal/mol
Max |F|: 3.3 eV/Å
E_tot: -9519.921 eV
M: 101.1 g mol⁻¹

Element x y z (Å)
H1 0.6184 2.4017 1.7359
N1 0.5678 1.8117 0.9802
C1 0.0710 0.6736 1.0139
C2 -0.5647 0.0333 2.1953
F1 -0.4937 0.8036 3.2801
C3 0.1506 -0.1664 -0.4179
C4 -0.6120 -1.2413 -0.4811
C5 0.8994 0.4420 -1.5299
H2 0.1344 -0.8241 2.3871
H3 -1.6658 0.0586 1.8952
H4 -0.6666 -1.9449 -1.3314
H5 -1.1355 -1.5884 0.5325
H6 0.8961 -0.1306 -2.5133
H7 0.5527 1.4012 -1.7984
H8 1.9279 0.3835 -1.1886

Forces on atoms 1 to 6 (eV/Å):
H -0.36 1.14 2.65
N 0.83 -0.47 -3.05
C 0.86 -0.60 -3.00
C -0.29 -0.59 -1.68
F 0.30 1.51 1.69
C -1.75 1.17 2.49

---

No. 12
The following is a quantum chemistry calculation of a molecular structure, C3H3AgLiO2 at a distorted geometry, from the Open Molecules 2025 dataset.

Lowest unoccupied orbital energy (alpha / beta): -5.184 / -5.184 eV
Net charge: +1
Energy above the lowest of the compared OMol25 structures with the same formula, charge and spin: 42.2 kcal/mol
Max |F|: 1.3 eV/Å
E_tot: -11449.379 eV
M: 185.9 g mol⁻¹

Element x y z (Å)
O1 -0.0029 0.4889 -0.1106
C1 0.3520 -0.0043 1.0083
C2 1.8118 0.0975 1.3146
H1 1.9194 0.5220 2.3261
H2 2.2360 -0.9180 1.3678
H3 2.3804 0.7105 0.5921
O2 -3.2728 -1.0511 -1.8240
C3 -3.6013 -1.1847 -2.8974
Li1 -2.2823 -0.6382 0.0403
Ag1 0.4597 1.9775 -1.8173

Forces on atoms 1 to 6 (eV/Å):
O -1.24 0.20 -0.45
C 0.07 -0.10 -1.06
C 0.09 0.14 0.61
H 0.05 -0.16 -0.26
H -0.17 0.25 -0.02
H -0.24 -0.12 0.00

---

Q: What is the max |F| in the ninth record?
A: 4.4 eV/Å

---

Q: Look up the E_tot of the tenth one.
A: -20462.972 eV

---

Q: Which formula does entry 10 have?
A: C4H4F3I